[1]
A structure of composition C23H45F4N7OPRhS. Source: the OMol25 dataset; level of theory: the ωB97M-V functional and the def2-TZVPD basis.

XYZ file:
```
83
Properties=species:S:1:pos:R:3:mulliken_charge:R:1
Rh 0.739 0.003 0.716 0.827
C 0.537 1.057 4.014 -1.488
C 0.986 2.079 2.983 -0.342
N 1.730 1.497 1.817 0.964
C 2.106 2.657 0.924 -0.600
C 2.371 2.386 -0.552 -1.390
C 2.949 0.825 2.336 -1.300
C 3.508 -0.094 1.277 -0.796
N 2.347 -0.870 0.812 0.228
C 2.576 -2.217 0.503 -0.985
C 1.643 -3.194 0.858 0.863
F 0.577 -2.867 1.583 -0.512
C 1.870 -4.525 0.552 0.029
F 0.967 -5.426 0.926 -0.340
C 3.011 -4.922 -0.111 -0.439
C 3.947 -3.963 -0.453 0.190
F 5.045 -4.305 -1.112 -0.293
C 3.747 -2.635 -0.139 1.133
F 4.639 -1.728 -0.541 -0.326
H -0.318 1.453 4.561 0.389
H 1.310 0.830 4.746 0.423
H 0.215 0.128 3.541 0.236
H 1.640 2.829 3.439 0.446
H 0.127 2.605 2.572 0.216
H 2.984 3.132 1.370 0.281
H 1.289 3.370 1.007 0.597
H 3.365 1.991 -0.753 0.438
H 2.294 3.330 -1.094 0.464
H 1.651 1.695 -1.002 0.074
H 2.643 0.198 3.171 0.462
H 3.674 1.556 2.703 0.320
H 4.260 -0.746 1.725 0.622
H 3.979 0.416 0.440 0.222
H 3.180 -5.964 -0.350 0.547
C -2.254 0.076 -2.271 -1.224
N -2.199 -1.366 -2.091 0.767
C -3.473 -2.049 -2.271 -0.984
P -0.787 -2.103 -1.707 -1.856
O -0.062 -1.343 -0.622 1.174
N -1.122 -3.618 -1.193 0.763
C -1.871 -3.804 0.051 -1.030
C -1.037 -4.807 -2.033 -0.991
N 0.104 -2.154 -3.079 0.657
C 1.533 -2.413 -3.064 -0.714
C -0.483 -2.168 -4.416 -1.088
H -2.898 0.536 -1.516 0.344
H -2.647 0.321 -3.261 0.400
H -1.255 0.502 -2.183 0.161
H -4.188 -1.751 -1.499 0.298
H -3.342 -3.126 -2.228 0.275
H -3.898 -1.798 -3.246 0.321
H -1.860 -2.887 0.637 0.117
H -1.420 -4.598 0.645 0.323
H -2.910 -4.075 -0.158 0.462
H -0.610 -4.565 -3.002 0.279
H -2.029 -5.239 -2.190 0.368
H -0.413 -5.564 -1.552 0.200
H 1.909 -2.322 -2.053 -0.179
H 2.051 -1.687 -3.695 0.369
H 1.760 -3.415 -3.439 0.322
H -1.563 -2.057 -4.364 0.271
H -0.255 -3.107 -4.927 0.384
H -0.075 -1.349 -5.012 0.306
C -0.673 5.544 -0.352 -1.044
C -1.655 4.410 -0.582 -0.702
N -1.213 3.148 0.045 0.299
C -1.812 2.403 0.969 0.293
S -1.483 0.686 1.059 -0.476
N -2.710 2.864 1.823 -0.030
C -3.108 4.246 2.141 -0.248
C -3.445 4.339 3.618 -1.439
H -1.030 6.449 -0.842 0.400
H 0.305 5.307 -0.772 0.272
H -0.547 5.759 0.710 0.281
H -1.760 4.204 -1.647 0.397
H -2.648 4.655 -0.218 0.422
H -0.540 2.628 -0.498 -0.098
H -3.125 2.153 2.410 0.348
H -3.970 4.530 1.536 0.353
H -2.279 4.907 1.897 0.174
H -4.298 3.708 3.868 0.415
H -3.709 5.364 3.869 0.403
H -2.596 4.045 4.236 0.327
```

E (eV): -71049.256
Frontier orbital gap (alpha / beta) (Ha): 0.2260 / 0.2324
F_max (eV Å⁻¹): 0.82
ΔE to the lowest compared entry with this formula, charge and spin (kJ/mol): 0.00
HOMO energy (alpha / beta) (eV): -14.18 / -14.20
Net charge: +2


[2]
A cluster of 2 separate species, C8H11FO in total. Source: the OMol25 dataset; level of theory: the ωB97M-V functional and the def2-TZVPD basis.

XYZ file:
```
21
Properties=species:S:1:pos:R:3:nbo_charge:R:1
O 3.481 -0.994 1.173 -0.539
C 3.111 -1.208 -0.174 -0.253
C 3.991 0.313 1.346 -0.253
H 2.722 -2.237 -0.256 0.193
H 3.974 -1.103 -0.854 0.163
H 2.323 -0.506 -0.496 0.167
H 4.891 0.483 0.731 0.163
H 3.241 1.080 1.090 0.168
H 4.264 0.429 2.409 0.192
F -0.936 1.243 -0.165 -0.328
C 0.484 2.708 3.407 -0.236
C 0.192 1.350 3.275 -0.190
C 0.294 3.568 2.325 -0.193
C -0.290 0.845 2.067 -0.288
C -0.187 3.079 1.111 -0.290
C -0.469 1.725 1.009 0.396
H 0.863 3.098 4.361 0.219
H 0.340 0.669 4.124 0.222
H 0.523 4.637 2.425 0.219
H -0.528 -0.218 1.935 0.235
H -0.346 3.733 0.243 0.232
```

E (eV): -13238.489
Frontier orbital gap (Ha): 0.3792
F_max (eV Å⁻¹): 0.57
ΔE to the lowest compared entry with this formula, charge and spin (kJ/mol): 81.07
HOMO energy (eV): -9.37
SMILES: Fc1ccccc1.COC


[3]
A cluster of 14 separate species, C36H75BBr26N2O5PS in total. Source: the OMol25 dataset; level of theory: the ωB97M-V functional and the def2-TZVPD basis.

XYZ file:
```
147
Properties=species:S:1:pos:R:3:mulliken_charge:R:1
N 2.401 2.537 2.265 -0.258
C 1.312 1.950 1.475 -0.938
C 1.530 0.444 1.275 -0.863
C 0.290 -0.282 0.823 -0.537
O 0.432 -1.613 0.536 -0.743
B -0.893 -2.089 0.031 0.545
C -1.785 -2.765 1.192 0.004
C -1.148 -3.976 1.852 -0.461
C -0.050 -3.636 2.843 -0.512
S -0.607 -2.635 4.259 -0.167
P -0.377 -3.263 -1.473 0.940
O 0.738 -4.202 -1.086 -0.564
O -1.483 -0.816 -0.475 -0.733
C -0.564 0.271 -0.357 1.580
O -1.347 1.386 -0.065 -0.569
C 0.062 0.369 -1.770 -1.651
C 1.568 0.135 -1.841 -0.007
C 2.042 -0.154 -3.235 -0.319
N 2.973 -1.248 -3.385 -0.268
O 1.703 0.472 -4.178 -0.365
H 3.281 2.382 1.787 0.186
H 2.474 2.068 3.160 0.224
H 1.319 2.439 0.510 0.308
H 0.373 2.084 1.995 0.334
H 2.361 0.332 0.588 0.285
H 1.876 0.002 2.204 0.581
H -0.407 -0.137 1.669 0.203
H -2.064 -1.987 1.900 0.220
H -2.709 -3.109 0.728 -0.568
H -1.883 -4.586 2.376 0.361
H -0.703 -4.624 1.103 0.308
H 0.790 -3.152 2.369 0.126
H 0.315 -4.559 3.279 0.511
H -0.652 -1.387 3.764 0.060
H -1.493 -3.978 -2.017 -0.385
H 0.077 -2.493 -2.591 -0.226
H -2.263 1.079 -0.105 0.411
H -0.169 1.353 -2.161 0.373
H -0.426 -0.321 -2.433 0.501
H 1.855 -0.692 -1.207 0.365
H 2.075 1.019 -1.463 0.265
H 2.465 -2.094 -3.110 0.107
H 3.693 -1.161 -2.672 0.330
Br -2.099 -0.693 6.577 -0.150
C -3.611 -1.782 7.124 -0.590
C -4.606 -1.950 6.009 0.055
Br -5.686 -0.346 5.762 -0.152
H -4.037 -1.313 8.005 0.480
H -3.183 -2.744 7.397 0.260
H -5.314 -2.738 6.253 -0.129
H -4.136 -2.165 5.053 0.224
Br -4.426 -2.510 -2.782 -0.126
C -4.464 -4.451 -2.881 -0.566
C -5.346 -5.046 -1.815 -0.574
Br -4.479 -4.995 -0.077 -0.093
H -3.434 -4.787 -2.807 0.300
H -4.851 -4.684 -3.871 0.368
H -5.532 -6.099 -2.019 0.344
H -6.293 -4.526 -1.711 0.354
Br 1.401 6.559 6.509 -0.164
C 2.554 6.337 4.952 -0.287
C 2.421 4.970 4.342 -0.667
Br 3.361 3.621 5.382 -0.186
H 3.566 6.557 5.279 0.419
H 2.227 7.096 4.245 0.119
H 2.886 4.939 3.362 0.255
H 1.392 4.640 4.257 0.483
Br -9.169 -3.375 6.752 -0.125
C -8.677 -4.893 7.866 -0.539
C -7.214 -4.866 8.215 -0.632
Br -6.110 -5.422 6.713 -0.142
H -8.964 -5.788 7.324 0.375
H -9.285 -4.802 8.763 0.343
H -6.997 -5.577 9.010 0.355
H -6.872 -3.879 8.510 0.359
Br 1.195 6.254 1.381 -0.111
C 0.210 7.831 0.807 -0.011
C -0.487 8.499 1.961 -0.368
Br -2.084 7.529 2.500 -0.112
H -0.475 7.506 0.030 0.398
H 0.957 8.496 0.379 -0.278
H -0.838 9.489 1.673 0.161
H 0.141 8.582 2.842 0.329
Br 3.644 -4.753 -2.746 -0.071
C 3.409 -6.673 -2.862 -0.297
C 2.595 -7.176 -1.701 -0.387
Br 3.653 -7.257 -0.066 -0.177
H 4.397 -7.118 -2.918 0.351
H 2.882 -6.845 -3.798 0.042
H 2.266 -8.198 -1.879 0.414
H 1.735 -6.542 -1.488 0.141
Br 1.499 -3.667 -7.698 -0.165
C 0.724 -1.885 -7.725 -0.355
C 0.252 -1.487 -6.352 -0.255
Br -1.426 -2.368 -5.898 -0.123
H -0.070 -1.890 -8.466 0.425
H 1.526 -1.231 -8.059 0.152
H 0.036 -0.423 -6.314 0.181
H 0.962 -1.736 -5.570 0.071
Br 4.809 -2.389 -6.411 -0.064
C 5.864 -2.431 -8.041 -0.640
C 5.558 -3.662 -8.849 -0.435
Br 6.406 -5.248 -8.101 -0.151
H 6.909 -2.358 -7.753 0.383
H 5.580 -1.537 -8.592 0.321
H 5.960 -3.575 -9.857 0.372
H 4.493 -3.867 -8.902 0.192
Br -2.129 -3.138 10.283 -0.131
C -1.014 -1.843 11.215 -0.580
C -0.594 -0.707 10.319 -0.537
Br 0.818 -1.235 9.095 -0.098
H -0.170 -2.393 11.617 0.365
H -1.630 -1.475 12.033 0.344
H -0.172 0.100 10.914 0.349
H -1.406 -0.322 9.709 0.280
Br 1.590 1.490 -7.820 -0.165
C 2.080 2.300 -6.114 -0.302
C 2.315 3.779 -6.251 -0.551
Br 4.032 4.166 -7.086 -0.189
H 2.947 1.760 -5.751 0.345
H 1.239 2.106 -5.453 0.184
H 2.362 4.246 -5.270 0.420
H 1.558 4.272 -6.852 0.383
Br -6.178 9.155 3.008 -0.121
C -5.140 10.472 3.993 -0.583
C -4.827 11.677 3.147 -0.585
Br -3.410 11.298 1.871 -0.110
H -4.248 9.966 4.349 0.350
H -5.761 10.753 4.841 0.348
H -4.450 12.490 3.764 0.342
H -5.682 12.024 2.575 0.364
Br 2.109 10.789 -0.618 -0.140
C 3.265 10.551 -2.166 -0.538
C 3.114 9.175 -2.757 -0.654
Br 4.018 7.831 -1.681 -0.118
H 4.277 10.760 -1.836 0.368
H 2.952 11.311 -2.879 0.344
H 3.585 9.128 -3.737 0.368
H 2.077 8.865 -2.839 0.361
Br 1.404 -8.018 -6.688 -0.141
C 3.034 -7.414 -7.564 -0.560
C 4.103 -8.473 -7.535 -0.537
Br 4.917 -8.600 -5.774 -0.137
H 3.338 -6.498 -7.066 0.244
H 2.745 -7.190 -8.589 0.367
H 4.915 -8.210 -8.211 0.319
H 3.730 -9.462 -7.784 0.436
```

E (eV): -1893677.598
Frontier orbital gap (Ha): 0.2349
F_max (eV Å⁻¹): 2.67
ΔE to the lowest compared entry with this formula, charge and spin (kJ/mol): 0.00
HOMO energy (eV): -4.99
Net charge: -1